No. 1
{"formula": "C4H5NOS2", "method": "ωB97M-V with the def2-TZVPD basis set", "species": ["C", "C", "C", "C", "H", "H", "H", "H", "H", "N", "O", "S", "S"], "xyz": [[-2.243773, -0.469914, 0.136905], [0.329743, -0.247864, -0.216462], [0.809900, 1.738376, -0.111547], [1.658533, -0.234469, -0.342594], [-3.027304, -1.055064, 0.140956], [-2.743644, 0.139051, -0.676419], [-2.176156, 0.026822, 1.083651], [0.786299, 2.674777, -0.228125], [2.784423, -1.713181, 1.263216], [-0.264209, 0.942747, -0.073597], [1.989547, 1.179247, -0.433422], [-0.857575, -1.563549, -0.450428], [2.954216, -1.416975, -0.092129]], "forces_ev_per_a": [[1.3543, 1.5239, -2.4040], [-1.9759, -3.1045, -0.6741], [-0.8885, -6.9297, -1.2025], [2.0503, 0.8332, 0.0193], [-3.8970, -4.1478, 1.0184], [1.8005, 0.4028, 0.6856], [0.5466, 0.1858, 0.1533], [-0.2854, 7.3855, -0.3580], [-0.0882, 0.5480, -1.1380], [3.5116, 3.3247, 0.4395], [-1.1824, -1.7083, 1.9198], [-0.2138, 1.4514, 1.1886], [-0.7320, 0.2351, 0.3520]], "lowdin_charge": [-0.388, -0.682, -0.123, -0.631, -0.055, 0.077, 0.048, 0.068, -0.095, 0.076, 0.023, 0.904, 0.776], "e_homo_ev": -8.50, "relative_energy_kcal_mol": 63.3, "total_energy_ha": -1081.6923, "gap_ev": 9.013, "largest_force_ev_per_a": 7.400}

---

No. 2
{"formula": "C9H9O2S", "method": "ωB97M-V with the def2-TZVPD basis set", "species": ["C", "C", "C", "C", "C", "C", "C", "C", "C", "O", "O", "S", "H", "H", "H", "H", "H", "H", "H", "H", "H"], "xyz": [[-2.846594, -0.835756, 0.159791], [-2.440643, 0.352484, -0.452331], [-1.983068, -1.800904, 0.623153], [-1.118203, 0.448353, -0.874814], [-0.601747, -1.604159, 0.339376], [-0.180696, -0.496874, -0.478750], [1.271341, 3.531951, 0.548105], [1.790863, 2.503024, 0.454504], [1.152956, -0.642993, -1.058012], [2.367729, -2.355447, 0.503675], [3.647661, -0.586181, -0.330610], [2.367756, -1.023528, 0.090627], [-3.856832, -1.165164, 0.397473], [-2.902074, 1.338033, -0.463995], [-2.390992, -2.751080, 0.894961], [-0.876536, 1.223095, -1.562295], [0.142318, -2.257154, 0.772092], [0.731334, 4.466505, 0.662539], [1.991680, -0.117194, 1.219593], [2.198456, 1.594486, 0.132410], [1.535295, 0.178500, -1.577494]], "forces_ev_per_a": [[-1.7748, 0.0688, 0.8076], [1.0322, 0.0510, 0.3938], [2.8857, 0.8939, -1.9901], [-0.5910, -0.6495, 0.5917], [-1.6273, 0.7272, 0.7932], [0.7201, -2.7099, -0.3293], [-2.8429, 5.3357, 0.8099], [1.8555, -3.6419, -0.9131], [0.2185, -0.2258, 1.7091], [-0.6413, -3.6768, 2.0254], [2.1713, 1.6034, -0.8572], [-2.3396, 3.3433, -0.6524], [-0.4456, 1.1105, -0.2796], [-1.1864, -0.6669, -0.4386], [0.0766, -0.3571, 0.7754], [0.5292, 0.7603, -0.1472], [-0.0369, -0.2665, -0.4495], [0.5154, -0.7294, -0.0392], [0.5715, -1.6158, -0.8440], [0.5004, -0.7458, 0.0741], [0.4093, 1.3912, -1.0402]], "lowdin_charge": [-0.167, -0.116, -0.112, -0.088, -0.041, -0.327, -0.015, -0.013, -0.299, -0.372, -0.400, 0.465, 0.078, 0.090, 0.082, 0.092, 0.072, 0.022, 0.065, -0.028, 0.015], "e_homo_ev": -3.10, "relative_energy_kcal_mol": 81.0, "total_energy_ha": -896.8778, "gap_ev": 6.600, "charge": -1, "largest_force_ev_per_a": 6.100}

---

No. 3
{"formula": "C3H5N3", "method": "ωB97M-V with the def2-TZVPD basis set", "species": ["C", "C", "N", "N", "N", "C", "H", "H", "H", "H", "H"], "xyz": [[-2.097112, -0.641612, 0.107057], [-1.308793, -0.865435, -1.102800], [-0.663536, -1.012494, -2.051722], [3.186625, 0.427116, 1.098783], [2.159700, 0.736708, 0.481581], [1.073827, 0.936518, 0.025271], [-1.472607, -0.137026, 0.850547], [-2.959136, -0.010388, -0.123272], [-2.449431, -1.593104, 0.512474], [3.762797, 1.265115, 1.213211], [0.767669, 0.894607, -1.011130]], "forces_ev_per_a": [[-0.0320, 0.0159, 0.0510], [0.5363, -0.1264, -0.8229], [-0.6638, 0.1400, 0.9247], [-0.2025, 0.1121, -0.1270], [-0.4184, 0.1006, -0.1256], [0.6709, -0.1149, 0.1989], [-0.0940, -0.0856, -0.1148], [0.1228, -0.0936, 0.0233], [0.0700, 0.1230, -0.0695], [-0.0501, -0.0614, -0.0110], [0.0607, -0.0097, 0.0727]], "lowdin_charge": [-0.073, -0.299, 0.129, 0.065, -0.230, 0.063, 0.067, 0.085, 0.084, 0.067, 0.042], "e_homo_ev": -9.17, "relative_energy_kcal_mol": 81.4, "total_energy_ha": -281.4604, "gap_ev": 9.938, "largest_force_ev_per_a": 1.147}

---

No. 4
{"formula": "C6H11NO", "method": "ωB97M-V with the def2-TZVPD basis set", "species": ["C", "C", "N", "C", "C", "C", "C", "O", "H", "H", "H", "H", "H", "H", "H", "H", "H", "H", "H"], "xyz": [[-1.994594, -0.235464, -0.983263], [0.872738, 1.747126, 0.825200], [-0.696571, -0.800107, 1.053504], [-0.896136, 0.089510, -0.021421], [1.417644, -0.890433, -0.150427], [0.547151, -1.405114, 0.831829], [0.163665, 0.959081, -0.250942], [1.316345, -1.093582, -1.532816], [0.378684, -1.056109, -1.764177], [-1.004677, -0.561847, 1.988142], [2.485564, -0.980548, 0.062682], [0.899291, -2.100492, 1.584597], [0.186852, 1.430020, -1.228361], [-2.110159, -1.313528, -1.113139], [-1.827487, 0.223948, -1.958480], [-2.953291, 0.127791, -0.596182], [1.924003, 1.866663, 0.557970], [0.452865, 2.752028, 0.905776], [0.838115, 1.241058, 1.789507]], "forces_ev_per_a": [[0.1941, -0.1605, -0.2682], [0.6796, -0.5880, -0.2963], [-0.5701, -0.9214, 0.1159], [1.3520, 1.3279, -1.0073], [0.6309, -2.9952, 0.3616], [0.4908, 1.4031, 0.1228], [-3.0178, 0.7664, 0.7512], [-0.2915, 1.0311, 0.1213], [0.0081, 0.0420, -0.0807], [0.5337, -0.0545, -0.0649], [-0.0767, -0.4441, -0.0082], [0.2425, 0.4580, 0.3057], [-0.0294, 0.0313, -0.0997], [0.0261, -0.0709, 0.0240], [-0.0745, 0.1053, -0.0096], [0.0983, 0.0349, -0.0458], [0.0609, 0.0584, 0.0838], [-0.1557, -0.0913, 0.0028], [-0.1012, 0.0675, -0.0084]], "lowdin_charge": [-0.058, -0.083, -0.006, -0.356, -0.215, -0.091, -0.139, -0.041, 0.075, 0.127, 0.109, 0.103, 0.115, 0.080, 0.077, 0.079, 0.075, 0.076, 0.074], "smiles": "C/C=C(/C)N/C=C\\O", "e_homo_ev": [-6.73, -6.74], "relative_energy_kcal_mol": 109.6, "total_energy_ha": -365.0569, "gap_ev": [7.196, 7.198], "largest_force_ev_per_a": 3.203}